No. 1
The following is a quantum chemistry calculation of a 9-piece molecular cluster, C37H78Cl8N4O12 overall at a distorted geometry, from OMol25.

```
139
Properties=species:S:1:pos:R:3
Cl 2.45025 0.08715 -4.91840
Cl 3.25707 1.04652 -2.05917
Cl -1.36487 3.69171 3.52177
Cl 2.69533 5.67529 2.95242
Cl 5.80878 -0.16816 2.56135
Cl 2.85708 1.44741 7.19182
Cl 5.73539 1.28794 5.59798
Cl 4.72859 2.27627 0.64789
O -0.11987 3.01668 3.35282
O -2.45903 2.76989 3.78840
O -1.64940 4.33746 2.25565
O 3.37878 4.41365 3.07432
O -0.90628 -3.17212 3.31588
O -1.26932 4.76447 4.47422
O 0.99395 -5.17292 -2.05649
O -1.47167 6.86215 0.11747
O 1.67928 5.52702 1.87047
O -0.96646 1.04788 0.02879
O 2.02503 6.01274 4.17489
O 3.52322 6.75145 2.57711
N 0.18100 -4.45662 -2.89748
N -1.33469 -4.38251 2.66890
N 1.47648 2.38531 0.61928
N -1.67367 6.71217 -1.20026
C -2.76832 -4.53839 2.46830
C -0.82573 6.49090 -3.54132
C -3.18222 -5.78480 1.60213
C -0.75281 -2.73344 -1.20767
C 6.20637 -0.08626 0.87860
C -0.72264 -6.42913 -4.10475
C 3.30035 2.62207 5.93312
C 2.15934 0.46941 2.06677
C -0.64522 -2.28030 -3.70988
C -3.43054 -3.32771 1.74303
C -3.27310 6.19391 -2.98937
C -4.10631 6.81686 -0.82783
C -1.94366 -5.64875 -2.14771
C -1.04663 -5.20011 -3.30165
C 1.26094 0.89823 0.96309
C 4.28627 2.05679 4.91360
C -2.37553 0.94931 0.12813
C 0.90268 -5.18303 2.34794
C -3.02160 4.53643 -1.14673
C -2.02290 -2.91085 -4.03294
C -2.93360 5.99842 -1.49846
C -0.04759 -3.04178 -2.52834
C -1.85456 -4.38700 -4.32939
C 0.50566 7.64529 -1.86819
C -0.92736 -6.70186 1.86170
C -0.47594 -5.59297 2.85454
C 4.15275 0.35916 -4.52525
C -0.47107 6.46161 -2.02657
C -0.24898 0.66247 1.18633
C 4.41590 0.12938 -3.05536
C 6.27267 1.39499 0.41683
C -0.35308 -6.14729 4.26414
C 1.42957 -2.35335 -2.31576
C -2.11374 5.75795 -3.92295
C -2.40246 -7.00128 2.00840
C 0.30019 5.17475 -1.70043
C -3.57320 -4.61413 3.80862
H -4.22307 -6.08933 1.71397
H -2.33694 -4.74796 -1.67841
H 4.69626 2.78142 4.21402
H 0.34390 -6.98461 4.28717
H 2.08244 1.16778 2.90273
H 7.16501 -0.59194 0.77258
H -2.62350 4.34003 -0.14721
H -2.64752 -7.88614 1.41579
H 0.86037 2.57884 -0.16670
H 2.40268 2.67366 0.29029
H -2.41321 5.93032 -4.95921
H -1.21389 -6.54911 4.80684
H 4.22759 -0.92111 -2.83379
H -1.34593 -6.25900 -1.46736
H -4.59190 -4.89569 3.53943
H -0.09159 -6.19905 -4.96486
H -4.50625 -3.40332 1.88288
H -2.71396 -6.37803 -2.39878
H -2.95695 -5.74461 0.53514
H -1.54528 -7.02871 -4.49229
H 3.82241 1.20474 4.41833
H -3.17285 -5.41394 4.43309
H 3.20864 0.58280 1.79904
H 1.90395 -2.65238 -1.38291
H -2.51110 -2.39435 -4.86048
H -5.07537 6.45071 -1.17077
H 1.19661 2.98238 1.40371
H -2.84484 1.91032 0.35069
H 5.42210 -0.59674 0.32008
H 1.53961 -6.06869 2.32698
H -0.87839 7.54387 -3.82743
H -0.11514 -7.09102 -3.48287
H 4.30678 1.36343 -4.91920
H -0.00073 6.14310 -4.16507
H 1.98190 -0.57529 2.31854
H -3.06786 -2.40936 2.20580
H -0.67531 -3.47273 -0.40908
H -2.68453 -7.35147 3.00436
H -1.82304 -2.64922 -1.40198
H 1.24899 7.62592 -2.66691
H -0.41768 -7.65394 2.01780
H 5.37062 0.40446 -2.61140
H -3.54408 7.24114 -3.12010
H 3.73522 3.47854 6.44481
H 2.04406 -2.67050 -3.16058
H -0.02993 8.59425 -1.89129
H 7.02219 1.96795 0.95800
H -0.04385 -2.20335 -4.61411
H -2.54532 3.85500 -1.85177
H -4.12133 5.52637 -3.14506
H -0.66752 -6.38835 0.84940
H -0.16733 -5.38535 5.02396
H -0.39730 4.33358 -1.70841
H 1.34831 -1.27536 -2.45291
H 0.67575 5.04649 -0.68200
H -0.33190 -1.82340 -0.78242
H 1.38910 -4.40120 2.93246
H 0.95117 -4.75326 1.34606
H -0.39695 -0.41220 1.32760
H 4.76347 -0.25416 -5.18766
H -1.91957 4.68401 -3.96483
H -4.04365 4.20179 -0.95764
H -2.68374 0.11567 0.75816
H -2.80804 -4.86259 -4.56367
H -4.06344 7.88592 -1.03159
H 1.18033 5.09393 -2.33797
H -1.00897 -1.31242 -3.36077
H 1.08963 7.59692 -0.94869
H -0.72364 1.16853 2.02935
H -3.00331 -3.36167 0.74026
H -3.65497 -3.69780 4.39133
H -2.80389 0.86320 -0.87362
H -1.34380 -4.41186 -5.29580
H 6.39060 1.42542 -0.66544
H 1.63241 0.35603 0.09229
H -2.75680 -2.87588 -3.22485
H -4.10951 6.65266 0.25014
H 2.39464 2.90952 5.40051
```

Computed properties:
E_tot	-6259.2691	Ha
multiplicity	4
net charge	-1
Kohn-Sham gap (spin up / spin down)	0.2667 / 0.2428	hartree

These are the Mulliken partial charges, in e, on atoms 1 to 99: atom 1 (Cl): -0.147, atom 2 (Cl): -0.038, atom 3 (Cl): 1.637, atom 4 (Cl): 1.595, atom 5 (Cl): -0.131, atom 6 (Cl): -0.229, atom 7 (Cl): -0.244, atom 8 (Cl): 0.017, atom 9 (O): -0.606, atom 10 (O): -0.714, atom 11 (O): -0.684, atom 12 (O): -0.595, atom 13 (O): -0.539, atom 14 (O): -0.689, atom 15 (O): -0.558, atom 16 (O): -0.474, atom 17 (O): -0.652, atom 18 (O): -0.242, atom 19 (O): -0.669, atom 20 (O): -0.702, atom 21 (N): 0.608, atom 22 (N): 1.123, atom 23 (N): 0.779, atom 24 (N): 0.566, atom 25 (C): 1.058, atom 26 (C): -1.468, atom 27 (C): -0.420, atom 28 (C): -0.926, atom 29 (C): -0.408, atom 30 (C): -2.074, atom 31 (C): -0.063, atom 32 (C): -1.135, atom 33 (C): -1.323, atom 34 (C): -1.505, atom 35 (C): -1.442, atom 36 (C): -1.961, atom 37 (C): -1.651, atom 38 (C): 2.141, atom 39 (C): 1.164, atom 40 (C): 0.094, atom 41 (C): -0.628, atom 42 (C): -1.662, atom 43 (C): -1.527, atom 44 (C): -0.744, atom 45 (C): 1.891, atom 46 (C): 1.873, atom 47 (C): -1.610, atom 48 (C): -1.919, atom 49 (C): -0.809, atom 50 (C): 1.376, atom 51 (C): -0.546, atom 52 (C): 1.783, atom 53 (C): -0.659, atom 54 (C): -0.524, atom 55 (C): -0.634, atom 56 (C): -1.841, atom 57 (C): -1.823, atom 58 (C): -0.739, atom 59 (C): -0.894, atom 60 (C): -1.277, atom 61 (C): -1.721, atom 62 (H): 0.477, atom 63 (H): 0.333, atom 64 (H): 0.245, atom 65 (H): 0.428, atom 66 (H): 0.247, atom 67 (H): 0.413, atom 68 (H): 0.036, atom 69 (H): 0.471, atom 70 (H): 0.096, atom 71 (H): 0.149, atom 72 (H): 0.435, atom 73 (H): 0.305, atom 74 (H): 0.188, atom 75 (H): 0.316, atom 76 (H): 0.460, atom 77 (H): 0.489, atom 78 (H): 0.464, atom 79 (H): 0.410, atom 80 (H): -0.332, atom 81 (H): 0.339, atom 82 (H): -0.137, atom 83 (H): 0.293, atom 84 (H): -0.335, atom 85 (H): 0.325, atom 86 (H): 0.510, atom 87 (H): 0.425, atom 88 (H): -0.159, atom 89 (H): 0.185, atom 90 (H): 0.153, atom 91 (H): 0.394, atom 92 (H): 0.484, atom 93 (H): 0.424, atom 94 (H): 0.328, atom 95 (H): 0.415, atom 96 (H): 0.600, atom 97 (H): 0.523, atom 98 (H): 0.110, atom 99 (H): 0.410

---

No. 2
The following is a quantum chemistry calculation of a 2-piece molecular cluster, C2H9N2S2 overall at a distorted geometry, from OMol25.

```
15
Properties=species:S:1:pos:R:3
S -3.66100 1.10699 1.93507
S 0.88093 -0.12369 -2.42994
N 0.74141 1.47054 -0.27953
N 1.07099 -2.17022 -0.80146
C 0.91250 0.28400 -0.80135
C 1.29067 -0.96064 -0.03839
H 0.94539 -0.96534 1.09915
H -4.69093 0.62076 2.80583
H 0.09742 -2.55053 -0.65975
H 2.40158 -0.90010 0.09109
H 0.52585 1.39329 0.71568
H 0.78130 1.05119 -2.88414
H 1.89834 -2.80527 -0.69903
H 0.45190 2.33510 -0.78626
H -3.64634 2.21392 2.73304
```

Computed properties:
relative energy (zero: lowest compared OMol25 entry of this formula, charge and spin)	163.35	kJ/mol
E_tot	-987.1991	Ha
multiplicity	1
net charge	+1
Kohn-Sham gap	0.2865	hartree

Here is what Mulliken gives for the atomic charges, in e: atom 1 (S): -0.352, atom 2 (S): 0.002, atom 3 (N): -0.345, atom 4 (N): -0.543, atom 5 (C): 0.486, atom 6 (C): -0.433, atom 7 (H): 0.338, atom 8 (H): 0.185, atom 9 (H): 0.231, atom 10 (H): 0.328, atom 11 (H): 0.274, atom 12 (H): 0.132, atom 13 (H): 0.254, atom 14 (H): 0.274, atom 15 (H): 0.169

---

No. 3
The following is a quantum chemistry calculation of a single C3H5NS2 molecule at a distorted geometry, from OMol25.

```
11
Properties=species:S:1:pos:R:3
S -0.79829 1.77657 0.51773
S -1.18072 -2.44080 -0.11991
N 0.48302 -0.45752 0.25619
C -0.72581 0.12880 0.11942
C 0.65539 -1.92551 -0.04098
C -1.81929 -0.68763 -0.51631
H 1.16871 -2.14521 -0.99297
H 1.16499 0.10876 0.74425
H -2.65994 -0.52186 0.07167
H -1.90760 -0.45998 -1.62871
H 1.24931 -2.42312 0.75652
```

Computed properties:
relative energy (zero: lowest compared OMol25 entry of this formula, charge and spin)	73.59	kJ/mol
E_tot	-968.4171	Ha
multiplicity	1
SMILES	S=C1CSCN1
Kohn-Sham gap	0.3241	hartree

Here is what Mulliken gives for the atomic charges, in e: atom 1 (S): -0.348, atom 2 (S): -0.134, atom 3 (N): -0.207, atom 4 (C): 0.053, atom 5 (C): -0.396, atom 6 (C): -0.381, atom 7 (H): 0.264, atom 8 (H): 0.231, atom 9 (H): 0.328, atom 10 (H): 0.270, atom 11 (H): 0.320

---

No. 4
The following is a quantum chemistry calculation of an isolated ion of composition C6H11INO2 and charge +1 at a distorted geometry, from OMol25.

```
21
Properties=species:S:1:pos:R:3
I -3.11765 0.26402 -0.86183
O -0.89728 0.27238 2.02880
O -0.32249 -1.55393 0.82308
N -0.21795 -0.30489 -1.43545
C -0.64691 1.92064 -0.28019
C -0.35605 -2.39624 1.95009
C -0.74215 -0.32811 0.99199
C -0.99367 0.44311 -0.41024
C 1.24489 -0.29533 -1.20214
C -1.15859 2.65824 0.70146
H 0.61521 -2.31278 2.51037
H 1.51653 -1.40296 -1.22810
H -0.76450 -1.14998 -1.45741
H -1.16857 -2.06843 2.42373
H -0.36886 -3.36382 1.46955
H 1.74185 0.22662 -2.13889
H -0.45542 0.04015 -2.34070
H -0.99501 3.64098 0.97956
H 1.54707 0.16907 -0.27872
H 0.09611 2.33204 -1.01777
H -1.88079 2.19256 1.42463
```

Computed properties:
relative energy (zero: lowest compared OMol25 entry of this formula, charge and spin)	0.00	kJ/mol
E_tot	-737.6955	Ha
multiplicity	3
net charge	+1
Kohn-Sham gap (spin up / spin down)	0.2597 / 0.2224	hartree

Here is what Mulliken gives for the atomic charges, in e: atom 1 (I): 0.359, atom 2 (O): -0.539, atom 3 (O): -0.291, atom 4 (N): -0.026, atom 5 (C): -0.001, atom 6 (C): -0.713, atom 7 (C): 0.659, atom 8 (C): -0.287, atom 9 (C): -0.854, atom 10 (C): -0.952, atom 11 (H): 0.279, atom 12 (H): 0.358, atom 13 (H): 0.439, atom 14 (H): 0.378, atom 15 (H): 0.265, atom 16 (H): 0.347, atom 17 (H): 0.405, atom 18 (H): 0.392, atom 19 (H): 0.337, atom 20 (H): 0.270, atom 21 (H): 0.175

---

No. 5
The following is a quantum chemistry calculation of a single C8H7N3O molecule at a distorted geometry, from OMol25.

```
19
Properties=species:S:1:pos:R:3
O 1.33266 -1.89186 -0.28070
N -1.52991 0.17343 -1.39287
N 3.79184 1.12469 2.29069
N -1.99354 1.25713 -0.74064
C 2.97662 0.45739 1.83116
C 0.48974 0.08790 1.73880
C -0.74548 -0.50585 -0.56018
C 2.14748 -1.20045 0.30122
C -1.46976 1.24616 0.50598
C 1.86207 -0.26079 1.30692
C -2.00631 -0.32904 -2.64282
C -0.49118 0.17020 0.60750
H 3.33088 -1.28608 -0.01441
H -1.55892 -1.24364 -3.04647
H 0.21628 1.03697 2.26471
H -1.82251 2.09457 1.08587
H 0.34037 -0.79284 2.51523
H -1.81235 0.31421 -3.40687
H -3.05798 -0.45210 -2.36312
```

Computed properties:
relative energy (zero: lowest compared OMol25 entry of this formula, charge and spin)	713.62	kJ/mol
E_tot	-548.3261	Ha
multiplicity	1
Kohn-Sham gap (spin up / spin down)	0.3095 / 0.2478	hartree

Here is what Mulliken gives for the atomic charges, in e: atom 1 (O): -0.450, atom 2 (N): 0.645, atom 3 (N): -0.391, atom 4 (N): -0.898, atom 5 (C): 0.052, atom 6 (C): -0.302, atom 7 (C): -0.099, atom 8 (C): -0.019, atom 9 (C): -0.627, atom 10 (C): 0.280, atom 11 (C): -0.846, atom 12 (C): 0.404, atom 13 (H): 0.235, atom 14 (H): 0.325, atom 15 (H): 0.353, atom 16 (H): 0.411, atom 17 (H): 0.272, atom 18 (H): 0.332, atom 19 (H): 0.324

---

No. 6
The following is a quantum chemistry calculation of a single C6H8N2O molecule at a distorted geometry, from OMol25.

```
17
Properties=species:S:1:pos:R:3
O 1.59376 2.51012 1.09283
N 0.57564 1.79651 0.74702
N 1.62922 -2.02125 -0.54955
C -1.65834 1.42977 0.08379
C 0.15860 -1.80377 -0.38535
C -1.38925 0.19772 -0.34349
C -0.73013 2.26852 0.68596
C 0.85708 0.48905 0.46562
C -0.15496 -0.36251 -0.07013
H -0.53031 -2.37162 -1.11717
H -0.05069 -2.36776 0.56495
H -2.23195 -0.46802 -0.65997
H -2.71074 1.74612 -0.09902
H -0.85751 3.28709 1.10554
H 1.82895 -3.01091 -0.62823
H 1.77143 -1.58751 -1.42625
H 1.89918 0.26845 0.53344
```

Computed properties:
relative energy (zero: lowest compared OMol25 entry of this formula, charge and spin)	253.17	kJ/mol
E_tot	-418.0869	Ha
multiplicity	1
SMILES	NCc1ccc[n+]([O-])c1
Kohn-Sham gap	0.3298	hartree

Here is what Mulliken gives for the atomic charges, in e: atom 1 (O): -0.715, atom 2 (N): 0.542, atom 3 (N): -0.553, atom 4 (C): -0.295, atom 5 (C): -0.718, atom 6 (C): -0.436, atom 7 (C): -0.459, atom 8 (C): -0.387, atom 9 (C): 0.510, atom 10 (H): 0.320, atom 11 (H): 0.257, atom 12 (H): 0.272, atom 13 (H): 0.303, atom 14 (H): 0.386, atom 15 (H): 0.245, atom 16 (H): 0.219, atom 17 (H): 0.508

---

No. 7
The following is a quantum chemistry calculation of an isolated ion of composition COPS2 and charge -1 at a distorted geometry, from OMol25.

```
5
Properties=species:S:1:pos:R:3
S -1.31211 0.96208 0.65481
S 2.21308 -0.14555 1.06031
P 0.86831 0.72375 -0.16437
O -1.09552 -1.24408 -1.07309
C -0.67376 -0.29620 -0.47764
```

Computed properties:
relative energy (zero: lowest compared OMol25 entry of this formula, charge and spin)	0.00	kJ/mol
E_tot	-1251.1597	Ha
multiplicity	1
net charge	-1
SMILES	O=C1SP1[S-]
Kohn-Sham gap	0.2603	hartree

Here is what Mulliken gives for the atomic charges, in e: atom 1 (S): -0.359, atom 2 (S): -0.539, atom 3 (P): -0.026, atom 4 (O): -0.492, atom 5 (C): 0.415

---

No. 8
The following is a quantum chemistry calculation of a 2-piece molecular cluster, C6H16 overall, from OMol25.

```
22
Properties=species:S:1:pos:R:3
C -1.29761 0.69806 2.24659
C -1.06802 -1.00331 0.42876
C 2.01227 -0.14313 -1.94983
C -0.92063 0.46420 0.79139
C -1.77620 1.31786 -0.14631
C 2.83046 -1.22988 -1.21907
H -1.46975 2.36789 -0.13498
H -1.71178 0.97339 -1.17794
H 0.99795 -0.50121 -2.09467
H 2.05452 0.80005 -1.41090
H 2.46459 0.06029 -2.90545
H 0.11180 0.79722 0.65803
H -2.08354 -1.24900 0.13483
H -2.33014 0.37369 2.43138
H -2.81678 1.30933 0.18754
H 3.55734 -0.80758 -0.52755
H -0.78181 -1.65113 1.26033
H -0.70909 0.02464 2.87573
H 3.40163 -1.83565 -1.92316
H -1.21863 1.72464 2.59672
H -0.48391 -1.32122 -0.43339
H 2.17587 -1.92509 -0.70214
```

Computed properties:
relative energy (zero: lowest compared OMol25 entry of this formula, charge and spin)	23.69	kJ/mol
E_tot	-238.1875	Ha
multiplicity	1
SMILES	CC(C)C.CC
Kohn-Sham gap	0.4525	hartree

Here is what Mulliken gives for the atomic charges, in e: atom 1 (C): -1.593, atom 2 (C): -1.328, atom 3 (C): -0.699, atom 4 (C): 1.151, atom 5 (C): -1.467, atom 6 (C): -0.820, atom 7 (H): 0.385, atom 8 (H): 0.357, atom 9 (H): 0.147, atom 10 (H): 0.204, atom 11 (H): 0.378, atom 12 (H): 0.063, atom 13 (H): 0.367, atom 14 (H): 0.342, atom 15 (H): 0.354, atom 16 (H): 0.261, atom 17 (H): 0.364, atom 18 (H): 0.382, atom 19 (H): 0.315, atom 20 (H): 0.386, atom 21 (H): 0.217, atom 22 (H): 0.235